DFT (ωB97M-V with the def2-TZVPD basis set) results for the molecule C2H4FP at a distorted geometry.

The geometry in XYZ format:
```
8
Properties=species:S:1:pos:R:3:forces:R:3
F 1.5237 -1.1346 1.6966 0.14 -0.07 -0.44
C 0.4738 -0.6488 1.0324 -1.69 1.99 -2.54
C 0.5245 -0.1469 -0.2720 1.42 -0.35 1.91
P -0.8316 0.4849 -1.4240 0.22 -0.59 0.43
H -0.4367 -0.6139 1.6927 0.96 -0.16 -0.91
H 1.5452 -0.1746 -0.7774 -1.36 -0.10 0.80
H -1.8586 0.2861 -0.4897 -0.31 0.14 0.02
H -0.9403 1.9478 -1.4586 0.62 -0.87 0.71
```
Positions in Å, forces in eV/Å.

The HOMO energy comes out at -9.067 eV. As for the energy above the lowest of the compared OMol25 structures with the same formula, charge and spin: 1.272 eV. As for the SMILES: F/C=C/P. As for the charge: 0. As for the total energy: -14143.0952 eV.